No. 1
Here is C33H29Br2IrN2O4P2 as an isolated structure from OMol25. Energies are from ωB97M-V/def2-TZVPD.

Cartesian coordinates (Å):
Ir (-0.03, -1.10, -1.13)
Br (-0.74, -3.41, -1.97)
Br (2.12, -2.36, -1.52)
P (-1.12, 1.61, -0.25)
P (-0.31, -0.87, 1.11)
O (0.81, 0.71, -1.13)
O (1.89, 1.63, 0.59)
O (6.55, 0.99, -4.90)
O (7.70, 1.56, -3.16)
N (-1.04, 0.66, 1.15)
N (6.68, 1.27, -3.73)
C (3.16, 1.21, -1.40)
C (-2.54, -0.64, -1.22)
C (-1.48, 0.76, -2.92)
C (-1.13, 1.35, 2.47)
C (-1.66, 0.42, -1.54)
C (-4.19, 4.91, 0.26)
C (-2.35, 2.88, -0.04)
C (-1.88, -4.32, 2.45)
C (2.45, -1.01, 1.72)
C (-2.83, -1.74, 1.99)
C (-3.24, -1.34, -2.23)
C (-1.02, -3.35, 1.98)
C (-1.49, -2.06, 1.74)
C (0.85, -1.15, 3.52)
C (3.20, -1.24, 3.99)
C (-3.68, -2.71, 2.49)
C (-4.64, 3.60, 0.06)
C (-1.91, 4.19, 0.15)
C (-2.16, 0.07, -3.89)
C (-3.72, 2.58, -0.10)
C (1.88, -1.25, 4.43)
C (5.48, 1.78, -1.63)
C (1.12, -3.98, -1.97)
C (1.97, 1.20, -0.53)
C (1.13, -1.01, 2.15)
C (-3.21, -4.00, 2.71)
C (4.29, 0.71, -3.46)
C (-2.84, 5.20, 0.31)
C (4.33, 1.76, -0.87)
C (3.48, -1.13, 2.63)
C (5.44, 1.25, -2.91)
C (3.14, 0.69, -2.70)
C (-3.06, -0.97, -3.54)
H (-3.88, -4.76, 3.10)
H (4.51, -1.13, 2.29)
H (-2.82, -0.80, -0.19)
H (-0.83, 1.58, -3.19)
H (-4.71, -2.46, 2.71)
H (1.66, -1.34, 5.49)
H (1.41, -4.30, -2.96)
H (-2.04, 0.33, -4.93)
H (-5.70, 3.39, 0.02)
H (0.03, -3.59, 1.82)
H (-0.15, 1.72, 2.78)
H (6.41, 2.19, -1.25)
H (4.01, -1.33, 4.70)
H (-4.92, 5.70, 0.38)
H (-1.50, 0.65, 3.21)
H (2.22, 0.31, -3.12)
H (-1.52, -5.32, 2.65)
H (-3.19, -0.73, 1.85)
H (-0.85, 4.41, 0.18)
H (4.32, 0.34, -4.48)
H (2.70, -0.88, 0.67)
H (-1.83, 2.17, 2.39)
H (-3.94, -2.11, -1.95)
H (-2.51, 6.22, 0.46)
H (1.28, -4.72, -1.20)
H (-4.07, 1.57, -0.27)
H (4.32, 2.17, 0.13)
H (-0.17, -1.20, 3.88)
H (-3.61, -1.47, -4.33)

Values from the calculation:
charge = +3
multiplicity = 2
LUMO energy (alpha / beta) = -10.915 / -10.910 eV
ΔE to the lowest compared entry with this formula, charge and spin = 180.0 kJ/mol
expectation value of S² = 0.753
frontier orbital gap (alpha / beta) = 6.050 / 6.095 eV

Atomic partial charges in e from the Löwdin method, atoms 1 to 4: number 1, Ir, carries 0.7745; number 2, Br, carries 0.8521; number 3, Br, carries 0.8958; number 4, P, carries 1.1660


No. 2
Here is C33H29BrCsN7O7S as an isolated structure from OMol25. Energies are from ωB97M-V/def2-TZVPD.

Cartesian coordinates (Å):
Cs (-0.96, 1.30, -0.56)
Br (0.13, 5.28, -5.41)
S (-1.18, -4.68, -3.40)
O (-3.74, -1.52, -3.11)
O (0.55, 3.28, -2.96)
O (-2.08, -1.67, 2.58)
O (-3.28, 2.43, 2.63)
O (-1.74, 0.98, 1.83)
O (-1.01, 3.65, -1.38)
O (-2.32, 0.03, -2.28)
N (3.53, 2.22, 2.89)
N (1.85, 0.62, 2.56)
N (2.70, 2.58, 0.75)
N (2.39, -5.29, -0.52)
N (-3.75, -0.09, 0.17)
N (1.92, -3.22, 0.17)
N (-0.32, -3.02, -1.67)
C (0.17, -5.13, -2.48)
C (2.30, 3.41, -0.22)
C (-4.02, -1.09, 1.20)
C (4.36, -5.75, 1.03)
C (2.91, 1.00, 3.23)
C (-1.50, 4.44, -4.87)
C (-3.39, -0.64, -2.28)
C (-2.54, 4.54, -5.79)
C (3.32, -5.01, 0.47)
C (-3.78, 3.99, -5.50)
C (-3.98, 3.36, -4.28)
C (-2.86, 1.60, 1.82)
C (-3.79, 1.29, 0.61)
C (-2.94, 3.30, -3.37)
C (-2.88, -2.07, 1.48)
C (3.74, -3.11, 1.90)
C (2.86, 5.33, 1.05)
C (1.74, -1.37, 3.88)
C (0.48, -4.14, -1.62)
C (-1.66, 3.81, -3.64)
C (2.86, -0.96, 4.59)
C (-0.59, 3.59, -2.57)
C (3.47, 0.24, 4.26)
C (5.09, -5.13, 2.03)
C (3.23, 4.48, 2.08)
C (3.00, -3.72, 0.89)
C (-1.24, -3.16, -2.57)
C (3.12, 3.11, 1.88)
C (-4.36, -0.35, -1.13)
C (4.78, -3.82, 2.46)
C (1.27, -0.54, 2.88)
C (2.36, 4.79, -0.13)
C (1.59, -4.17, -0.64)
H (-3.45, 1.92, -0.22)
H (-1.88, -0.72, 2.42)
H (3.59, 4.88, 3.03)
H (3.49, -2.10, 2.23)
H (5.91, -5.66, 2.50)
H (2.92, 6.40, 1.18)
H (1.89, 2.92, -1.09)
H (-2.01, -2.42, -2.85)
H (-4.91, -1.67, 0.90)
H (4.60, -6.75, 0.70)
H (-4.93, 2.91, -4.04)
H (1.22, -2.30, 4.10)
H (2.30, -6.14, -1.04)
H (4.05, 2.63, 3.64)
H (-4.26, -0.60, 2.14)
H (-2.37, 5.05, -6.73)
H (0.65, -6.09, -2.62)
H (3.27, -1.57, 5.38)
H (0.38, -0.80, 2.32)
H (-5.02, -1.22, -1.08)
H (-4.79, 1.63, 0.89)
H (4.36, 0.57, 4.78)
H (1.99, 5.39, -0.95)
H (-3.08, 2.82, -2.41)
H (-4.98, 0.50, -1.44)
H (-3.28, -3.06, 1.73)
H (-4.59, 4.05, -6.23)
H (5.38, -3.37, 3.25)
H (-2.29, -2.17, 0.57)

Values from the calculation:
charge = -2
multiplicity = 1
LUMO energy = 3.522 eV
ΔE to the lowest compared entry with this formula, charge and spin = 218.0 kJ/mol
frontier orbital gap = 6.236 eV

Atomic partial charges in e from the Löwdin method, atoms 1 to 4: number 1, Cs, carries 1.5884; number 2, Br, carries 0.7115; number 3, S, carries 0.9987; number 4, O, carries -0.0905


No. 3
Here is C33H29Cl2FeN5O2S as an isolated structure from OMol25. Energies are from ωB97M-V/def2-TZVPD.

Cartesian coordinates (Å):
Fe (0.77, -1.29, 0.13)
Cl (6.59, 3.20, 0.12)
Cl (3.07, 1.10, 3.59)
S (3.04, -3.24, 0.26)
O (1.89, -0.64, -1.56)
O (1.96, -0.18, 1.24)
N (-2.72, 1.25, -0.55)
N (4.99, -1.59, 1.02)
N (-2.50, -1.04, -0.53)
N (-0.64, 0.31, -0.12)
N (5.07, -2.43, -1.17)
C (-4.74, 1.58, -1.85)
C (1.19, 4.08, 0.13)
C (2.84, 0.13, -1.53)
C (2.95, 0.56, 0.95)
C (-1.90, 0.16, -0.38)
C (6.09, -0.93, 0.75)
C (-4.30, 0.42, 1.76)
C (-4.92, 0.80, 0.44)
C (4.55, 1.59, -0.63)
C (0.09, 2.22, 1.23)
C (-3.06, -3.34, -0.47)
C (0.35, 2.26, -1.18)
C (-6.12, 1.56, -1.98)
C (5.19, 2.22, 0.40)
C (6.76, -0.97, -0.50)
C (-4.14, 1.20, -0.65)
C (3.44, 0.76, -0.38)
C (0.98, 3.49, -1.11)
C (-0.45, -4.06, 0.12)
C (-0.41, 1.57, 2.49)
C (3.63, 1.28, 1.97)
C (-4.48, -2.98, -0.79)
C (-0.10, 1.62, -0.02)
C (6.21, -1.76, -1.45)
C (4.72, 2.07, 1.72)
C (-6.30, 0.76, 0.28)
C (-2.71, -4.68, -0.31)
C (-2.05, -2.37, -0.33)
C (0.75, 3.45, 1.28)
C (-1.41, -5.04, -0.01)
C (-6.90, 1.14, -0.91)
C (-0.72, -2.70, -0.04)
C (4.43, -2.36, 0.05)
H (-3.38, 0.99, 1.94)
H (1.33, 3.97, -2.01)
H (3.31, 0.40, -2.49)
H (0.20, 1.76, -2.13)
H (-1.44, 1.87, 2.70)
H (-4.03, -0.63, 1.79)
H (-6.91, 0.45, 1.12)
H (0.56, -4.37, 0.36)
H (0.20, 1.87, 3.34)
H (-5.10, -3.87, -0.83)
H (7.66, -0.40, -0.68)
H (-4.92, -2.31, -0.04)
H (6.49, -0.32, 1.55)
H (6.61, -1.90, -2.45)
H (-0.38, 0.49, 2.42)
H (4.63, -3.02, -1.86)
H (5.21, 2.59, 2.53)
H (-4.99, 0.62, 2.57)
H (-1.15, -6.09, 0.12)
H (-6.58, 1.86, -2.91)
H (-3.49, -5.43, -0.41)
H (4.91, 1.71, -1.64)
H (0.92, 3.90, 2.25)
H (-7.98, 1.11, -1.00)
H (1.71, 5.03, 0.20)
H (-2.26, 2.13, -0.68)
H (-4.57, -2.48, -1.77)
H (-4.11, 1.88, -2.67)
H (-3.46, -0.97, -0.82)

Values from the calculation:
multiplicity = 5
LUMO energy (alpha / beta) = -0.213 / -0.223 eV
expectation value of S² = 6.018
frontier orbital gap (alpha / beta) = 7.136 / 7.268 eV

Atomic partial charges in e from the Löwdin method, atoms 1 to 4: number 1, Fe, carries 0.7630; number 2, Cl, carries 0.6523; number 3, Cl, carries 0.7438; number 4, S, carries 0.7068


No. 4
Here is C33H29F3N8O3PbS4Sb as an isolated structure from OMol25. Energies are from ωB97M-V/def2-TZVPD.

Cartesian coordinates (Å):
Pb (-0.40, -1.65, 1.35)
Sb (-1.15, 0.34, -1.54)
S (1.27, -3.70, 1.91)
S (-1.76, -3.43, -0.54)
S (0.13, -5.33, 1.34)
S (-0.45, -5.01, -0.62)
F (1.60, 0.57, -7.20)
F (2.49, 4.31, 1.66)
F (-5.04, 5.08, -2.99)
O (-3.86, 0.14, 1.22)
O (-5.24, -1.36, 0.53)
O (1.31, -1.23, -0.53)
N (-1.78, -3.39, 3.17)
N (2.77, -0.64, 1.18)
N (-2.98, -3.92, 2.69)
N (-0.49, -0.11, 3.54)
N (-4.27, -1.01, 1.22)
N (-4.73, -3.81, 1.20)
N (-3.61, -1.86, 2.03)
N (1.70, -0.38, 1.95)
C (3.62, -1.76, -0.75)
C (1.01, 0.55, -5.98)
C (-1.73, 1.11, 5.17)
C (4.92, -1.70, -0.24)
C (-2.86, 4.35, -2.46)
C (-0.32, 2.26, 0.67)
C (1.81, 0.41, 2.96)
C (3.08, 1.14, 3.30)
C (2.26, 2.86, -0.18)
C (-3.85, 1.76, -2.18)
C (0.16, 1.69, -0.50)
C (3.39, -2.45, -1.93)
C (-0.80, 1.18, -4.56)
C (-4.20, 4.07, -2.66)
C (2.46, -1.19, 0.00)
C (-1.62, 0.12, 4.20)
C (0.45, 3.15, 1.40)
C (-2.01, 3.30, -2.12)
C (0.61, 0.63, 3.79)
C (1.01, -0.14, -3.71)
C (1.46, 1.98, -0.91)
C (4.44, -3.04, -2.62)
C (5.73, -2.97, -2.12)
C (-2.49, 2.00, -1.98)
C (-4.72, 2.80, -2.53)
C (-0.60, 1.85, 5.47)
C (1.63, -0.12, -4.95)
C (-3.75, -3.17, 1.88)
C (-0.20, 0.52, -3.49)
C (5.96, -2.30, -0.92)
C (1.73, 3.44, 0.95)
C (0.58, 1.61, 4.78)
C (-0.20, 1.20, -5.81)
H (-1.32, 2.02, 1.01)
H (-2.97, -4.91, 2.53)
H (-2.67, 1.29, 5.67)
H (-0.64, 2.63, 6.22)
H (6.97, -2.26, -0.51)
H (-4.48, -4.71, 0.82)
H (2.57, -0.62, -5.12)
H (-0.96, 3.51, -1.97)
H (2.96, 2.22, 3.23)
H (3.85, 0.83, 2.60)
H (2.37, -2.54, -2.29)
H (0.09, 3.61, 2.31)
H (5.08, -1.18, 0.70)
H (-1.92, -3.10, 4.13)
H (-4.25, 0.76, -2.06)
H (-1.03, -4.07, 3.09)
H (4.24, -3.57, -3.54)
H (6.54, -3.44, -2.65)
H (-0.65, 1.71, -6.65)
H (-5.23, -3.19, 0.57)
H (-2.50, 5.36, -2.56)
H (3.41, 0.90, 4.32)
H (1.47, -0.67, -2.88)
H (1.86, 1.53, -1.81)
H (-1.74, 1.69, -4.43)
H (1.47, 2.19, 5.00)
H (-5.77, 2.63, -2.69)
H (3.27, 3.09, -0.48)
H (-2.46, -0.49, 3.91)

Values from the calculation:
charge = -1
multiplicity = 1
LUMO energy = 2.054 eV
ΔE to the lowest compared entry with this formula, charge and spin = 0.0 kJ/mol
frontier orbital gap = 6.107 eV

Atomic partial charges in e from the Löwdin method, atoms 1 to 4: number 1, Pb, carries 0.8870; number 2, Sb, carries 1.5005; number 3, S, carries -0.0626; number 4, S, carries -0.2035


No. 5
Here is C33H29GaO4SSb2Te as an isolated structure from OMol25. Energies are from ωB97M-V/def2-TZVPD.

Cartesian coordinates (Å):
Te (-3.19, -3.82, -2.43)
Sb (0.57, 2.37, 0.20)
Sb (0.73, -2.29, -1.60)
Ga (-3.36, -2.32, -0.40)
S (-2.94, -7.01, -1.44)
O (-4.70, -2.07, 0.79)
O (-5.51, -0.45, 2.12)
O (-2.94, 0.77, 1.76)
O (-2.74, -0.54, -0.03)
C (-1.95, -3.40, 1.71)
C (-1.13, -3.42, 0.58)
C (-1.15, 4.76, -0.94)
C (3.54, 2.25, 0.06)
C (-3.94, -7.73, -0.29)
C (-0.02, -0.26, -1.89)
C (5.35, -1.43, -0.08)
C (2.55, 3.25, 0.20)
C (-2.16, 5.58, 1.47)
C (-0.21, -2.43, 0.29)
C (-0.07, -1.42, 1.27)
C (-4.70, -5.59, -0.38)
C (3.04, -1.89, 0.51)
C (4.38, -1.76, 0.87)
C (4.32, 4.91, 0.24)
C (-4.80, -6.85, 0.23)
C (-1.13, 4.68, 1.45)
C (-0.82, -1.41, 2.40)
C (5.27, 3.91, 0.14)
C (1.06, 0.74, -2.37)
C (-4.61, -0.90, 1.44)
C (4.89, 2.57, 0.06)
C (-2.75, 6.07, 0.33)
C (3.62, -1.57, -1.77)
C (2.66, -1.86, -0.81)
C (4.91, -1.36, -1.39)
C (2.96, 4.57, 0.28)
C (-0.61, 4.22, 0.24)
C (-3.70, -5.50, -1.26)
C (-2.25, 5.64, -0.89)
C (-3.32, -0.13, 1.09)
C (-1.75, -2.41, 2.64)
C (0.59, 2.14, -1.95)
H (1.21, 2.87, -2.42)
H (-2.36, -2.39, 3.56)
H (2.03, 0.46, -1.96)
H (-0.84, 4.33, 2.43)
H (-5.22, -4.70, 0.02)
H (4.52, 5.97, 0.30)
H (2.25, 5.37, 0.40)
H (-0.84, -0.32, -2.61)
H (6.28, 4.23, 0.08)
H (-2.62, 6.05, -1.83)
H (2.29, -2.22, 1.24)
H (-1.20, -4.23, -0.13)
H (3.22, 1.21, -0.05)
H (-2.46, 5.87, 2.47)
H (-2.59, -4.32, 1.88)
H (6.37, -1.31, 0.16)
H (5.59, -1.03, -2.17)
H (-5.51, -7.08, 1.02)
H (0.69, -0.65, 1.12)
H (-0.77, 4.39, -1.87)
H (-3.70, -8.73, 0.07)
H (-0.74, -0.58, 3.14)
H (5.64, 1.81, -0.04)
H (-3.62, 6.79, 0.39)
H (-0.42, 2.24, -2.34)
H (4.69, -1.84, 1.91)
H (-0.49, 0.05, -0.97)
H (1.12, 0.75, -3.42)
H (3.44, -1.61, -2.82)

Values from the calculation:
multiplicity = 1
LUMO energy = -0.692 eV
frontier orbital gap = 7.648 eV

Atomic partial charges in e from the Löwdin method, atoms 1 to 4: number 1, Te, carries 1.0043; number 2, Sb, carries 1.5282; number 3, Sb, carries 1.4613; number 4, Ga, carries 0.3535


No. 6
Here is C33H30AsN2OPtS4 as an isolated structure from OMol25. Energies are from ωB97M-V/def2-TZVPD.

Cartesian coordinates (Å):
Pt (-1.47, 0.49, 0.59)
As (0.57, -0.75, -0.17)
S (-0.86, 2.10, -0.93)
S (-3.23, -3.03, 3.17)
S (0.02, 1.65, 2.55)
S (-5.19, -0.70, -2.35)
O (0.99, 0.54, 2.76)
N (-2.56, -1.01, 1.79)
N (-3.31, -0.08, -0.77)
C (2.30, -3.04, -0.65)
C (-0.91, -1.98, -3.95)
C (1.96, -2.03, 0.25)
C (-4.99, -1.65, -0.96)
C (0.79, 1.77, -1.48)
C (3.70, -2.74, 1.74)
C (-3.48, -1.73, 1.04)
C (3.36, -3.89, -0.35)
C (-0.29, -1.69, -1.64)
C (-3.94, -1.19, -0.23)
C (-1.64, -3.59, -2.31)
C (-3.92, -2.86, 1.62)
C (1.50, 0.63, -1.14)
C (2.29, 2.84, 1.61)
C (0.93, 3.01, 1.82)
C (4.06, -3.74, 0.84)
C (2.65, -1.89, 1.45)
C (-0.99, -2.86, -1.32)
C (-1.48, -1.07, 4.06)
C (2.39, 5.08, 0.74)
C (-3.46, 1.43, -2.78)
C (3.41, 1.44, -2.37)
C (2.68, 2.56, -2.75)
C (-2.35, -1.57, 2.96)
C (-0.12, 2.46, 4.17)
C (1.02, 5.24, 0.96)
C (1.38, 2.73, -2.31)
C (-1.60, -3.14, -3.62)
C (-3.86, 0.30, -1.90)
C (0.28, 4.20, 1.50)
C (3.02, 3.89, 1.07)
C (-0.25, -1.26, -2.96)
C (2.82, 0.48, -1.57)
H (4.25, -2.63, 2.67)
H (3.38, -0.40, -1.28)
H (-0.68, -1.77, 4.29)
H (4.09, 3.78, 0.91)
H (3.13, 3.31, -3.39)
H (-2.07, -0.91, 4.97)
H (-5.64, -2.48, -0.73)
H (-2.11, -3.71, -4.40)
H (0.90, 2.64, 4.51)
H (2.36, -1.11, 2.15)
H (4.89, -4.40, 1.07)
H (0.81, 3.61, -2.58)
H (4.43, 1.31, -2.71)
H (-1.02, -3.20, -0.29)
H (-2.41, 1.36, -3.03)
H (0.54, 6.17, 0.71)
H (-0.66, 3.39, 4.03)
H (-4.06, 1.42, -3.69)
H (2.75, 1.90, 1.88)
H (1.76, -3.15, -1.58)
H (-0.78, 4.30, 1.66)
H (-0.65, 1.80, 4.86)
H (-2.16, -4.50, -2.05)
H (-4.63, -3.58, 1.24)
H (3.63, -4.66, -1.05)
H (-3.61, 2.39, -2.27)
H (-1.04, -0.13, 3.76)
H (0.30, -0.37, -3.22)
H (2.96, 5.90, 0.31)
H (-0.87, -1.64, -4.98)

Values from the calculation:
charge = +1
multiplicity = 1
LUMO energy (alpha / beta) = -3.529 / -3.532 eV
ΔE to the lowest compared entry with this formula, charge and spin = 65.7 kJ/mol
frontier orbital gap (alpha / beta) = 6.471 / 6.469 eV

Atomic partial charges in e from the Löwdin method, atoms 1 to 4: number 1, Pt, carries 0.5694; number 2, As, carries 1.2778; number 3, S, carries 0.6311; number 4, S, carries 1.1329


Across the entries above, electronic energy takes the values -7619.35140 -5177.40109 -4281.54195 -4264.18297 -4647.31163 -5407.92068 Ha, respectively.